[1]
This record from OMol25 describes 13 unconnected molecules or ions with the total composition C46H117BN9O20 at a distorted geometry. The level of theory is the ωB97M-V functional and the def2-TZVPD basis.

XYZ file:
```
193
Properties=species:S:1:pos:R:3:forces:R:3
O -19.47572 -26.11833 19.26250 -2.0234 1.1842 1.9119
C -20.20054 -25.77340 20.19392 0.5670 1.1623 -1.8710
O -21.00704 -24.65732 20.30330 1.2630 -2.0078 0.0543
B -21.72445 -24.75988 21.62704 -0.6066 0.8641 -1.1686
O -21.24865 -25.99834 22.21766 -1.7229 1.2594 1.4078
C -20.35190 -26.51940 21.49510 3.2556 -4.4288 0.5505
O -19.69601 -27.52460 21.84563 -1.6836 2.7281 -2.0660
O -23.18155 -24.76553 21.37261 -1.6088 1.3394 1.1024
C -23.78750 -23.71360 22.00222 -0.1072 1.4516 0.0036
O -24.93095 -23.25721 21.98297 2.7366 -2.1824 -0.3758
C -22.59837 -22.89887 22.74892 -1.1810 0.1087 -0.2808
O -21.46906 -23.58161 22.46119 -0.6280 1.4663 1.0569
O -22.80393 -21.85540 23.36964 1.3014 -2.6432 -1.2655
C -32.19194 -20.84924 20.55485 1.8684 -0.6409 0.8078
C -30.68485 -21.15218 20.80651 -1.8698 -1.4544 0.8133
C -30.48078 -22.66961 21.31716 1.3826 1.8990 -0.4759
O -29.03076 -22.78543 21.46706 -1.7205 0.0929 0.1560
C -28.50367 -24.06621 21.72627 0.5740 0.4161 -0.6859
N -29.88679 -20.82486 19.65677 0.5551 -1.5288 -0.5243
H -32.56745 -21.59327 19.85233 -0.3211 0.3738 -0.2096
H -32.17738 -19.81476 20.21171 -0.6915 -0.1473 -0.1411
H -32.65518 -20.97946 21.53288 -0.5649 0.2840 -0.2012
H -30.40187 -20.53126 21.65650 0.4266 0.0912 -0.0836
H -30.85208 -23.38681 20.58514 -0.0028 -0.1575 -0.2301
H -30.98967 -22.82564 22.26837 0.0112 -0.0272 0.1743
H -28.84171 -24.55216 22.64152 -0.1451 0.1917 0.1686
H -27.43463 -23.85547 21.75519 0.1159 -0.4606 0.3315
H -28.65636 -24.73427 20.87863 -0.2926 -0.2398 -0.1435
H -29.33438 -21.66898 19.60770 1.8677 0.2697 0.5618
H -30.30133 -21.11051 18.78118 -1.6888 0.8252 -0.4444
C -16.38164 -23.02459 24.84067 -0.1992 0.8152 0.2316
C -17.28103 -22.29386 23.86471 -0.7213 1.4523 -0.6070
C -16.47525 -21.58233 22.73737 -0.3237 0.4822 1.4250
O -15.76754 -20.43057 23.27860 -0.6192 0.5075 -0.1826
C -16.57797 -19.22420 23.44645 0.5476 -0.9622 0.5054
N -18.29301 -23.16517 23.31045 0.0092 -1.4392 0.0467
H -15.46605 -22.43441 24.87913 0.4394 -0.5979 -0.0590
H -16.29037 -24.08199 24.59234 0.4757 0.1091 -0.1487
H -16.78866 -22.93476 25.84783 -0.1865 -0.2764 0.0607
H -17.85745 -21.55924 24.42700 0.5144 0.7383 0.1967
H -17.08824 -21.26240 21.89475 -0.2880 -0.0970 0.0017
H -15.76789 -22.33484 22.38884 0.3931 0.4287 -0.0965
H -16.07381 -18.50573 24.09277 0.7535 -0.2459 -0.1993
H -17.47022 -19.40642 24.04544 -0.4292 -0.3725 -0.4812
H -16.78729 -18.70773 22.50968 -0.1872 -0.3270 -0.1971
H -19.20570 -22.74981 23.18976 0.0219 0.5218 -0.2538
H -18.45015 -23.81106 24.07087 -0.2958 -0.6357 -0.2355
C -22.47899 -20.01490 16.40214 -0.2300 -0.1824 0.4360
C -20.95688 -20.03032 16.62913 -0.9454 -0.9424 -0.3179
C -20.41714 -20.75180 17.85322 -0.0378 0.0297 -0.0881
O -20.97022 -20.20954 18.99980 0.0262 1.1419 1.0690
C -20.59212 -20.86923 20.21487 -1.6536 -0.5859 -0.8765
N -20.47435 -20.74142 15.45336 0.6288 -0.1477 -0.5473
H -22.98158 -20.98180 16.37755 0.6133 -0.5341 0.3535
H -22.62564 -19.70531 15.36737 -0.2032 0.7323 0.1553
H -23.04317 -19.44869 17.14323 0.1359 0.4842 -0.2496
H -20.60838 -18.99800 16.66017 0.0770 0.1836 0.1728
H -19.33669 -20.60780 17.85322 0.4564 -0.0402 -0.0030
H -20.59688 -21.82683 17.86300 -0.1983 -0.3293 -0.5564
H -20.47078 -20.17419 21.04571 0.6709 0.1263 -0.3169
H -19.82313 -21.61620 20.01793 0.4743 0.3600 0.4338
H -21.48869 -21.43565 20.46677 -0.0104 -0.3892 0.3847
H -19.53960 -21.11191 15.54864 0.2417 0.0284 0.2297
H -20.43106 -20.10117 14.67342 -0.0772 -0.0238 -0.2247
C -18.99399 -26.07541 25.04284 0.0382 0.5650 -0.2925
C -19.43882 -27.52738 25.19256 -0.7507 2.1968 2.6682
C -21.03650 -27.50666 25.24079 1.7661 -1.9001 0.2412
O -21.38257 -28.81116 25.75211 -2.1990 -0.6601 -0.6899
C -22.86125 -29.07590 25.87096 1.6031 1.2435 0.8193
N -18.77496 -28.32946 24.23908 -0.8200 -0.6801 -1.3343
H -19.31913 -25.34040 25.77914 -0.3895 -0.2596 0.3655
H -19.36147 -25.71714 24.08122 0.3019 0.1494 -0.2161
H -17.90529 -26.04539 25.08663 0.1160 0.0689 -0.3295
H -19.05876 -27.81024 26.17421 -0.5735 -0.3130 0.4273
H -21.46460 -27.31111 24.25763 -0.0267 -0.1573 -0.1360
H -21.36213 -26.72152 25.92315 0.0400 0.0874 0.1633
H -23.46804 -28.81083 25.00513 0.4054 0.2915 -0.2424
H -23.12017 -28.46865 26.73831 -0.6021 0.2102 -0.1402
H -23.14337 -30.09160 26.14821 0.9680 -0.2483 -0.2148
H -17.82891 -28.01601 24.07522 0.3179 0.0738 0.4618
H -19.24101 -28.00777 23.40277 0.1877 -0.7552 -0.7103
C -25.39311 -21.24373 19.03938 1.0359 -2.2306 1.0873
C -26.68094 -20.89271 19.69297 -1.6585 0.0730 -1.3033
C -26.65198 -20.54460 21.14575 -0.5004 1.2147 0.5587
O -27.83687 -19.72761 21.45942 0.9520 -0.3338 0.6298
C -27.91314 -19.46409 22.87423 0.6070 -1.5560 -0.6276
N -27.20720 -19.78840 18.91397 0.3263 1.4630 -0.6423
H -25.47590 -21.39422 17.96300 -0.2301 0.0204 0.0384
H -25.21085 -22.21477 19.49975 1.0445 -0.4205 -0.3129
H -24.52896 -20.60551 19.22383 -0.1704 0.2967 0.2297
H -27.40274 -21.69515 19.54066 0.2106 -0.3865 0.1657
H -25.73168 -19.97933 21.29273 0.1093 0.7067 0.3200
H -26.51205 -21.40487 21.80031 -0.5655 -0.2321 -0.0272
H -28.49487 -18.60097 23.19784 0.3214 0.4105 -0.7914
H -26.87946 -19.47618 23.21987 -0.0498 0.5982 0.6164
H -28.40941 -20.30508 23.35852 -0.0425 -0.3750 0.1322
H -26.35727 -19.24774 18.84041 0.1592 1.5592 0.5814
H -27.09801 -20.08246 17.95392 -0.9856 -0.6552 -0.5833
C -20.90687 -21.25869 26.23763 0.7642 -0.1853 -0.7806
C -21.34154 -19.82255 25.88556 -0.1291 -1.5080 0.0361
C -20.86431 -19.26104 24.49471 0.6055 -0.2373 2.5967
O -21.05907 -17.85379 24.61141 -0.3793 -0.3862 -0.2973
C -20.58239 -17.19809 23.47008 0.1357 -0.5508 -0.3718
N -22.79554 -19.80376 26.01381 0.5627 0.9977 0.3340
H -20.84670 -21.51558 27.29522 -0.3678 0.5039 0.0997
H -19.91225 -21.48747 25.85490 0.2670 0.0920 -0.1586
H -21.55981 -21.99380 25.76711 -0.1690 0.0748 -0.0458
H -20.97780 -19.16165 26.67232 0.2956 0.2351 -0.2378
H -21.35676 -19.78694 23.67677 -0.3191 0.4033 -0.2280
H -19.78444 -19.39428 24.42969 0.2971 -0.3824 -0.2512
H -19.52610 -17.39086 23.28250 0.5812 0.2135 0.5318
H -20.76103 -16.12812 23.57664 -0.1682 -0.1902 -0.3057
H -21.00571 -17.69468 22.59698 -0.6876 0.6583 -0.4233
H -22.96184 -18.86332 25.68515 -1.2694 0.0638 -0.1574
H -23.23047 -20.50129 25.42696 0.0008 0.1429 -0.3718
C -22.20269 -29.00073 19.39264 0.0635 0.4743 1.5814
C -23.71290 -29.28328 19.47498 1.4215 -1.1720 0.2494
C -24.47628 -28.24476 20.26854 -0.4810 -1.0349 0.9896
O -25.86660 -28.28122 19.94284 -0.7117 1.3210 0.0488
C -26.53016 -27.12089 20.47882 0.6869 0.3610 0.1969
N -24.16624 -29.27234 18.08034 0.3740 0.8524 0.3946
H -21.91079 -28.56865 20.34983 0.6247 -0.3207 0.2485
H -21.88663 -28.27053 18.64765 -0.3618 0.2383 -0.1964
H -21.65408 -29.91894 19.18286 0.0414 0.0334 0.2066
H -23.71944 -30.26685 19.94471 -0.7822 -0.1909 -0.0075
H -23.93519 -27.31254 20.10639 -0.6314 0.6705 -0.0442
H -24.50152 -28.49003 21.33028 0.8657 0.1760 0.3438
H -26.46520 -26.99501 21.55957 0.5231 -0.5616 0.4380
H -27.60664 -27.02764 20.33530 0.0470 -0.8098 -0.8452
H -26.05455 -26.22009 20.09093 -0.0353 0.1032 -0.2205
H -23.25161 -29.07772 17.69864 -0.0413 -0.9417 -1.5296
H -24.36589 -28.28739 18.18088 -1.7046 0.6738 -1.5890
C -21.18008 -30.80922 22.93580 -1.0278 -1.2869 1.6487
C -19.86109 -31.52099 23.32525 -2.7846 0.0698 -1.4530
C -18.95544 -31.14132 22.20441 2.8823 -1.6410 0.8466
O -17.60869 -31.66892 22.61779 -1.5192 0.3480 -1.0258
C -16.69208 -31.54856 21.57761 0.8242 -0.0648 -0.0577
N -19.44372 -31.21566 24.67047 0.9265 1.0996 -0.8766
H -21.55085 -31.08057 21.94737 0.0414 0.3119 -0.0566
H -21.30786 -29.76487 23.22059 0.8901 0.3449 -0.6893
H -21.86001 -31.22432 23.67977 -0.6813 -0.3897 -0.1928
H -20.02178 -32.59774 23.27162 -0.1335 -0.1655 -0.3441
H -18.83345 -30.07899 21.99301 -0.2857 0.0817 0.0196
H -19.28083 -31.72894 21.34596 0.0764 0.3289 -0.4066
H -15.75820 -32.01518 21.89103 0.1743 0.3233 0.3086
H -16.53316 -30.50531 21.30469 0.2034 0.2361 -0.0006
H -16.90606 -32.08040 20.65054 -0.7869 -0.1992 -0.1575
H -19.96692 -30.39368 24.93638 -0.8094 -0.0350 0.6668
H -18.71684 -30.65631 24.24754 1.8799 0.3390 1.8641
C -21.20999 -23.52059 11.92529 -1.0761 2.3551 0.3728
C -20.36655 -24.51700 12.68446 0.1653 -0.0073 -1.0596
C -20.15878 -24.35101 14.19918 -0.8792 1.0652 -0.1398
O -18.89495 -24.74874 14.66229 0.5671 -0.7033 0.7505
C -18.76804 -24.52999 16.09568 -0.7968 -0.5651 -0.8004
N -20.85200 -25.80073 12.22451 0.8672 -1.6359 0.2068
H -20.80198 -22.51015 11.90007 0.6368 0.0499 0.1536
H -22.18819 -23.27095 12.33627 -0.3141 -0.6081 0.5269
H -21.43759 -23.72190 10.87850 0.5123 -0.7652 0.0996
H -19.39411 -24.38452 12.21022 0.3944 -0.3067 0.2116
H -20.97110 -24.87851 14.69917 -0.0963 -0.3597 0.2800
H -20.28640 -23.30506 14.47809 -0.2022 0.3967 -0.1053
H -17.92379 -25.06254 16.53356 0.4923 0.4584 -0.6140
H -19.59354 -24.99202 16.63714 -0.5040 0.1069 -0.1334
H -18.79702 -23.45664 16.28321 0.3211 0.0666 0.2268
H -21.78196 -26.10235 12.47808 -0.3931 0.7839 0.2451
H -20.27182 -26.51298 12.64426 0.2825 -0.3387 -0.1288
C -15.46847 -23.79966 19.80181 0.5607 0.9159 2.4563
C -16.88911 -24.31223 19.84547 1.8701 0.3059 -0.5552
O -16.70828 -25.51564 19.18052 -0.8978 -1.4501 -0.7748
H -14.84345 -24.37349 20.48604 0.0066 -0.8748 -0.2758
H -15.45274 -22.90320 20.42167 0.1906 0.9499 -0.9033
H -14.93292 -23.76485 18.85309 -0.6054 0.3193 -0.0642
H -17.51413 -23.59514 19.31327 -0.5555 -0.1014 -0.0488
H -17.20807 -24.45335 20.87816 -0.2476 0.2010 0.0937
H -17.55157 -25.97115 19.12620 -0.2185 -0.2846 -0.0537
C -23.72381 -24.26523 17.12545 -0.2921 0.4465 -0.8965
C -23.94299 -25.39007 18.11516 0.4239 0.8797 0.6377
O -25.05047 -26.24864 17.86879 0.7763 -0.0284 -0.6711
H -23.56449 -24.61784 16.10644 -0.0685 -0.4894 -0.0424
H -22.82754 -23.67365 17.31208 0.0492 -0.0648 0.5378
H -24.54698 -23.55780 17.02526 -0.2291 0.0189 0.3521
H -24.04373 -25.03078 19.13930 -0.0277 0.4827 0.0080
H -22.97382 -25.88780 18.14766 -0.3359 -1.0303 -0.1831
H -25.83802 -25.69967 17.86666 -0.1005 0.0037 -0.0035
C -27.14694 -23.09296 24.87291 0.6811 1.7195 -0.1099
C -25.85738 -22.49155 25.54174 -1.0381 -0.9974 -1.3934
O -24.80832 -23.48648 25.47728 -0.5707 0.4707 0.9241
H -27.54350 -24.00333 25.32244 0.3210 0.0090 -0.1316
H -27.00255 -23.12206 23.79291 0.3728 -0.8587 0.0779
H -27.90720 -22.31198 24.88611 -0.3869 0.0638 0.6058
H -26.12416 -22.12280 26.53217 0.5830 -0.7181 0.5076
H -25.61698 -21.56755 25.01588 0.3614 -0.1360 -0.3747
H -24.11192 -23.26448 24.85491 -0.2744 0.5685 -0.0468
```
Forces are in eV/Å.

The calculation puts the HOMO energy at -0.251 Eh. As for the total charge: -1. The value obtained for the total energy is -3845.16879 Ha. The value obtained for the relative energy (zero: lowest compared OMol25 entry of this formula, charge and spin) is 102.2 kJ/mol. Its HOMO-LUMO gap is 0.306 hartree. As for the LUMO energy: 1.497 eV.

---

[2]
This record from OMol25 describes a molecular structure, C19H28DyFO2 at a distorted geometry. The level of theory is the ωB97M-V functional and the def2-TZVPD basis.

XYZ file:
```
51
Properties=species:S:1:pos:R:3:forces:R:3
O -0.16381 1.16093 -0.18664 0.5629 1.3033 -0.4112
C 0.74397 1.65330 -1.23555 0.4332 -0.5680 -0.2329
C -0.06479 2.91223 -1.47660 -0.0075 -0.3955 0.7185
H 0.58323 0.91702 -1.99721 0.4001 0.4070 -0.5089
H 1.83639 1.69589 -1.04237 -0.9430 0.0945 0.4455
C -1.18146 2.17436 -0.67105 -0.0788 -1.3414 -0.2592
H -0.28135 3.11615 -2.52362 0.0272 0.2975 0.1380
H 0.37768 3.76490 -0.90624 -0.6438 -0.4926 -0.6616
C -2.18458 1.32168 -1.48764 -0.1397 -0.0434 -0.4953
H -1.71067 0.61821 -2.21061 0.0657 1.0935 0.4492
H -2.88452 1.96263 -2.05992 0.2188 -0.3391 0.4185
H -2.73650 0.59734 -0.85934 0.0807 0.8341 0.0422
C -1.72803 2.93820 0.49318 0.0730 0.6046 -0.3013
H -0.88273 3.43073 0.96408 -0.0121 0.1799 0.1912
H -2.20609 2.32605 1.23791 -0.2563 -0.2888 0.0852
H -2.42029 3.71010 0.13089 0.0761 -0.1695 0.0962
Dy 0.30280 -0.91873 0.78972 -0.0548 0.8683 3.1364
C 1.42426 0.58631 3.62919 0.4459 -0.0452 -0.8106
C 2.47873 -0.32163 3.30917 -0.3478 0.4164 -0.4036
C 3.00276 0.04480 2.04265 -0.5344 -0.0865 -0.0608
H 2.87215 -1.14028 3.90435 -0.2817 0.1717 0.0209
C 2.27163 1.16692 1.57578 -0.2538 -0.5341 -0.1488
C 1.26447 1.48326 2.53005 0.4654 -0.4852 0.3068
H 0.56431 2.30907 2.41836 0.1403 -0.2553 0.2729
H 0.83131 0.57671 4.54150 0.1510 -0.0095 -0.3139
H 3.80860 -0.43318 1.49798 0.0490 0.0340 0.2208
H 2.52886 1.73282 0.69067 -0.0160 0.0461 0.2155
C -1.17591 -1.14788 3.55759 -0.0932 0.2494 -0.5952
C -1.66759 0.07360 2.99800 0.0491 -0.7386 -0.1471
C -2.27838 -0.25088 1.76580 0.3181 -0.5631 -0.2314
H -1.55510 1.08066 3.40963 -0.1293 -0.5396 -0.0572
C -2.10406 -1.65695 1.53013 -0.0708 0.3431 -0.0830
C -1.44700 -2.20704 2.66431 0.1012 0.5811 -0.4898
H -1.22345 -3.25594 2.79742 0.1402 0.0941 0.0630
H -0.66015 -1.27412 4.49884 -0.0050 0.1505 -0.0929
H -2.88807 0.38953 1.13898 0.2617 -0.0271 0.1585
H -2.40844 -2.19067 0.63360 -0.3171 -0.0568 0.2535
O -0.10579 -1.57462 -1.75597 -0.0066 -1.1650 -0.9589
C -0.15757 -1.01574 -3.09913 0.3600 0.7748 0.2704
C 0.62179 -1.90600 -4.07228 -0.1268 0.1894 -0.1308
H 0.37105 -0.05404 -3.02667 -0.3417 -0.5421 -0.5866
H -1.18954 -0.78515 -3.40113 0.2879 -0.5182 0.2306
C 1.43907 -2.87524 -3.20195 -0.3202 0.1292 0.3674
H 1.29017 -1.24604 -4.63918 -0.3289 -0.3325 -0.2091
H -0.07940 -2.43041 -4.73941 0.4832 0.1522 0.1219
C 1.04389 -2.49685 -1.77471 1.2504 1.1938 0.2386
H 2.53721 -2.77231 -3.27188 -0.6102 -0.0003 -0.3042
H 1.17242 -3.90609 -3.43901 0.0716 0.0571 0.1364
H 1.84301 -1.85124 -1.32557 -0.0645 -0.8458 -0.4718
H 0.90916 -3.32019 -1.09173 -0.4089 -0.0545 -0.1379
F 1.26637 -2.71223 0.74562 -0.1197 0.1721 0.5061
```
Forces are in eV/Å.

The calculation puts the HOMO energy (alpha / beta) at -0.243 / -0.243 Eh. The value obtained for the total energy is -1876.11651 Ha. Its HOMO-LUMO gap (alpha / beta) is 0.247 / 0.247 hartree. As for the expectation value of S²: 9.352. Its spin multiplicity is 6. As for the LUMO energy (alpha / beta): 0.110 / 0.102 eV.